No. 1
ORCA calculation (ωB97M-V/def2-TZVPD) on a single C4H5NO4 molecule at a distorted geometry.

## Properties
Gap between HOMO and LUMO, eV: 8.432
Structure (SMILES): [H]/N=C\C(=C/O)OC(=O)O
ΔE to the lowest compared entry with this formula, charge and spin, kcal/mol: 66.4
Energy, eV: -13906.532

CARTESIAN COORDINATES (ANGSTROEM)
C: -0.638 0.265 -0.633
C: 0.990 -1.424 -0.563
C: -0.193 0.065 0.658
C: -0.092 1.018 1.766
O: 0.580 -2.680 -0.834
O: -0.903 1.526 -1.088
N: -0.452 2.232 1.774
O: 1.935 -0.871 -1.041
O: 0.464 -1.097 0.807
H: 1.281 -3.129 -1.330
H: -1.352 1.496 -1.936
H: -1.162 -0.548 -1.126
H: -0.799 2.542 0.869
H: 0.338 0.605 2.676

Listed below, in e, are the Mulliken charges computed for each atom:
1 C -0.1450
2 C 0.5420
3 C 0.5282
4 C -0.1275
5 O -0.4144
6 O -0.5121
7 N -0.7262
8 O -0.4782
9 O -0.3953
10 H 0.3645
11 H 0.3508
12 H 0.3341
13 H 0.2998
14 H 0.3792

=====

No. 2
ORCA calculation (ωB97M-V/def2-TZVPD) on a single C4H5NOS molecule at a distorted geometry.

## Properties
Gap between HOMO and LUMO, eV: 8.920
Structure (SMILES): O=C1N[C@@H]1/C=C/S
ΔE to the lowest compared entry with this formula, charge and spin, kcal/mol: 74.6
Energy, eV: -18598.684

CARTESIAN COORDINATES (ANGSTROEM)
C: -0.731 0.754 0.233
C: -0.025 -0.533 0.064
C: 0.195 1.902 0.483
C: -0.278 -1.187 -1.081
N: -0.476 1.439 1.539
O: 1.110 2.569 0.131
S: 0.464 -2.696 -1.541
H: -1.632 0.987 -0.157
H: 0.836 -0.593 0.610
H: -0.949 -0.931 -1.971
H: -0.149 0.851 2.398
H: 1.636 -2.562 -0.710

Listed below, in e, are the Mulliken charges computed for each atom:
1 C -0.2788
2 C -0.4003
3 C 0.5622
4 C -0.1928
5 N -0.4941
6 O -0.5285
7 S -0.2185
8 H 0.5270
9 H 0.3276
10 H 0.2456
11 H 0.3184
12 H 0.1322

=====

No. 3
ORCA calculation (ωB97M-V/def2-TZVPD) on a single C4H5NOS molecule at a distorted geometry.

## Properties
Gap between HOMO and LUMO, eV: 9.875
Structure (SMILES): Cc1cc(S)no1
ΔE to the lowest compared entry with this formula, charge and spin, kcal/mol: 83.2
Energy, eV: -18598.311

CARTESIAN COORDINATES (ANGSTROEM)
C: 2.100 -0.227 0.234
C: 0.619 -0.152 -0.171
C: -0.438 -0.948 -0.241
C: -1.472 0.112 0.023
H: 2.447 0.447 -0.640
H: 2.195 0.414 1.125
H: 2.612 -1.296 0.487
H: -0.708 -1.922 -0.465
H: -3.692 1.069 -0.340
N: -1.017 1.369 0.055
O: 0.471 1.212 -0.176
S: -3.116 -0.078 0.109

Listed below, in e, are the Mulliken charges computed for each atom:
1 C -0.8707
2 C 0.3576
3 C -0.5996
4 C 0.6837
5 H 0.2793
6 H 0.2738
7 H 0.2655
8 H 0.4371
9 H 0.1632
10 N -0.4179
11 O -0.2378
12 S -0.3343

=====

No. 4
ORCA calculation (ωB97M-V/def2-TZVPD) on 2 unconnected molecules or ions with the total composition C4H5NOS at a distorted geometry.

## Properties
Gap between HOMO and LUMO (alpha / beta), eV: 7.480 / 7.481
ΔE to the lowest compared entry with this formula, charge and spin, kcal/mol: 107.8
Energy, eV: -18597.246

CARTESIAN COORDINATES (ANGSTROEM)
C: -1.134 -1.597 -0.266
C: -0.823 0.569 0.218
C: 0.444 0.388 0.809
C: 1.542 0.366 -0.201
N: -1.810 1.176 -0.129
O: 0.621 0.220 2.012
S: -0.070 -2.322 -1.177
H: -2.162 -2.039 0.107
H: 1.938 1.320 -0.478
H: 2.395 -0.108 0.220
H: 1.165 -0.174 -1.128
H: -2.105 2.202 0.014

Listed below, in e, are the Mulliken charges computed for each atom:
1 C -0.1203
2 C 0.4395
3 C 0.5013
4 C -0.9491
5 N -0.4814
6 O -0.5751
7 S -0.2079
8 H 0.2676
9 H 0.3141
10 H 0.3247
11 H 0.2136
12 H 0.2730

=====

No. 5
ORCA calculation (ωB97M-V/def2-TZVPD) on a single C4H5NOS molecule at a distorted geometry.

## Properties
Gap between HOMO and LUMO, eV: 9.155
Structure (SMILES): CSc1cnco1
ΔE to the lowest compared entry with this formula, charge and spin, kcal/mol: 86.7
Energy, eV: -18598.160

CARTESIAN COORDINATES (ANGSTROEM)
C: 2.025 1.081 0.090
C: -0.239 -0.456 0.019
C: -1.329 -1.186 0.116
C: -1.746 0.993 -0.116
H: 3.223 1.223 -0.300
H: 1.137 1.943 -0.334
H: 1.819 1.176 1.315
H: -1.501 -2.210 0.058
H: -2.203 1.896 -0.163
N: -2.353 -0.125 0.035
O: -0.478 0.792 -0.016
S: 1.597 -0.756 -0.084

Listed below, in e, are the Mulliken charges computed for each atom:
1 C -0.6791
2 C 0.2180
3 C -0.3208
4 C -0.0096
5 H 0.2850
6 H 0.2442
7 H 0.2491
8 H 0.4241
9 H 0.4577
10 N -0.5420
11 O -0.2406
12 S -0.0861

=====

No. 6
ORCA calculation (ωB97M-V/def2-TZVPD) on 2 unconnected molecules or ions with the total composition C4H5NOS at a distorted geometry.

## Properties
Gap between HOMO and LUMO (alpha / beta), eV: 6.367 / 8.258
ΔE to the lowest compared entry with this formula, charge and spin, kcal/mol: 60.3
<S²>: 2.02
Energy, eV: -18596.148
Spin multiplicity: 3

CARTESIAN COORDINATES (ANGSTROEM)
C: 0.693 0.036 -0.196
C: -0.595 0.418 -0.404
C: -1.947 1.263 1.726
C: 0.831 -1.246 0.466
N: -1.576 -0.276 0.185
O: -1.184 2.144 1.585
S: -0.968 -1.691 0.790
H: 1.535 0.596 -0.591
H: -1.039 1.383 -0.824
H: -2.821 0.797 2.241
H: 0.961 -2.067 -0.111
H: 1.459 -1.288 1.297

Listed below, in e, are the Mulliken charges computed for each atom:
1 C -0.3435
2 C -0.2300
3 C 0.0602
4 C -0.5252
5 N -0.3685
6 O -0.4202
7 S 0.0082
8 H 0.3583
9 H 0.4026
10 H 0.3491
11 H 0.3129
12 H 0.3962